Model i:
Density functional theory data (wB97M-V/def2-TZVPD) for the ion C9H15N4 with charge +1.

Results
- E_HOMO (eV) = -12.7
- orbital gap (eV) = 9.22
- net charge = +1
- SMILES = N[C@]1(c2ccncc2)C[NH2+]CCN1
- lowest unoccupied orbital energy (eV) = -3.4

CARTESIAN COORDINATES (ANGSTROEM)
C  0.13511  -1.10155  -1.49447
C  1.51173  0.91239  -1.55487
C  1.02121  -1.62594  -2.52117
C  2.16584  0.29460  -2.66613
C  0.46834  0.14398  -0.94910
C  0.66841  0.22550  2.03310
C  -0.42213  -0.61766  2.72459
C  -1.64944  -0.07087  0.60078
C  -0.48646  0.80105  0.08750
N  2.02293  -0.97094  -3.02640
N  0.15434  1.29871  1.23412
N  -1.04793  2.25207  -0.62939
N  -1.21674  -1.14616  1.48823
H  -0.62023  -1.86381  -1.22055
H  1.71617  1.98009  -1.31041
H  0.61469  -2.58360  -3.07883
H  2.89200  0.76419  -3.20250
H  1.16833  0.70141  2.88344
H  1.33724  -0.47078  1.68590
H  0.03606  -1.50182  3.17016
H  -1.06950  -0.12450  3.37763
H  -2.38473  0.50811  1.08827
H  -2.16249  -0.51458  -0.26956
H  0.52581  2.15188  1.13923
H  -2.06437  2.22950  -0.63115
H  -0.75398  2.01375  -1.57043
H  -0.55238  -1.86248  0.95108
H  -2.00783  -1.82252  1.66094

Model ii:
Density functional theory data (wB97M-V/def2-TZVPD) for a structure of composition C9H15N4.

Results
- E_HOMO (spin up / spin down) (eV) = -11.5 / -11.5
- orbital gap (spin up / spin down) (eV) = 6.72 / 6.72
- net charge = +1
- lowest unoccupied orbital energy (spin up / spin down) (eV) = -4.8 / -4.8

CARTESIAN COORDINATES (ANGSTROEM)
C  -3.03977  -0.99084  0.03207
C  -2.51652  -0.69052  -1.29946
C  -2.10303  -1.25364  0.95917
C  -1.24117  -0.31497  -1.41611
C  -0.70402  -0.65376  1.02793
C  -0.24666  -0.07459  -0.30897
C  -0.77789  1.66717  0.35027
C  3.23406  -0.19572  -1.29669
C  2.60045  -0.54120  1.05977
N  0.00114  2.33030  1.05869
N  -2.03459  1.87245  -0.07206
N  1.02387  -0.10535  -0.88132
N  2.13166  -0.19205  -0.31557
H  -4.05876  -1.19838  0.09111
H  -3.25938  -0.88101  -2.01861
H  -2.20401  -1.53573  1.98870
H  -0.99855  -0.25870  -2.47231
H  -0.05802  -1.48350  1.37528
H  2.84669  -0.80767  -2.05376
H  3.53532  0.80198  -1.62612
H  4.00013  -0.60196  -0.63629
H  1.74618  -0.81853  1.65731
H  3.30857  -1.27009  1.08101
H  3.09489  0.48364  1.36610
H  -0.71392  0.07697  1.75854
H  -2.31386  2.83213  0.08067
H  -2.19507  1.49092  -1.00967
H  0.94226  2.31264  1.52034

Least stable = model ii

Model i:
Density functional theory data (wB97M-V/def2-TZVPD) for a cluster of 21 separate species, C42H126O21 in total.

Results
- E_HOMO (eV) = -9.4
- orbital gap (eV) = 9.61
- lowest unoccupied orbital energy (eV) = 0.2

CARTESIAN COORDINATES (ANGSTROEM)
C  -0.10791  3.68013  4.87840
C  0.20837  5.13117  4.87278
O  1.24978  5.41292  3.95330
H  0.65760  3.08233  5.37309
H  -0.29207  3.37878  3.84719
H  -0.99480  3.40975  5.45146
H  0.51361  5.42839  5.87607
H  -0.67127  5.74459  4.67773
H  2.03487  5.69518  4.42825
C  3.27574  -5.16031  -4.56932
C  3.30149  -3.77667  -3.83880
O  4.40843  -3.06629  -4.48904
H  4.26737  -5.57274  -4.75555
H  2.92548  -4.95392  -5.58066
H  2.58090  -5.85061  -4.09099
H  3.49623  -3.85955  -2.76955
H  2.36957  -3.22687  -3.97055
H  5.22497  -3.39369  -4.10477
C  3.04692  0.78597  -5.73428
C  3.57182  0.40680  -4.32665
O  4.83553  -0.06290  -4.63811
H  2.85967  -0.13421  -6.28774
H  3.46993  1.64996  -6.24680
H  2.00285  1.09243  -5.66996
H  3.00658  -0.33118  -3.75744
H  3.56334  1.32259  -3.73559
H  4.73543  -1.00466  -4.79523
C  3.01544  2.42923  -0.31033
C  2.48188  3.73462  0.19496
O  1.49082  3.53345  1.20337
H  3.35936  1.82962  0.53245
H  3.79463  2.59825  -1.05357
H  2.23664  1.83339  -0.78628
H  2.10428  4.32770  -0.63796
H  3.28025  4.36524  0.58616
H  1.57902  4.19594  1.89252
C  -0.18307  6.41889  -3.97311
C  0.99285  7.35553  -4.20058
O  1.73505  7.59763  -3.07486
H  -0.68229  6.09283  -4.88557
H  -0.97727  6.84887  -3.36282
H  0.27069  5.59906  -3.41626
H  0.56667  8.24620  -4.66229
H  1.64744  7.10149  -5.03429
H  2.14802  8.44920  -3.23575
C  3.34112  1.80492  5.43996
C  4.59357  1.05713  5.74278
O  4.29510  -0.09290  6.46867
H  3.06505  2.49908  6.23370
H  2.47826  1.17044  5.23748
H  3.56490  2.35949  4.52865
H  5.17740  1.79906  6.28758
H  5.13198  0.83806  4.82071
H  3.42849  -0.34946  6.14500
C  4.22967  4.18873  -3.45661
C  4.94793  5.48852  -3.26366
O  5.58980  5.73766  -4.61171
H  3.57055  4.44906  -4.28479
H  3.57981  3.92763  -2.62137
H  4.81868  3.32273  -3.75859
H  5.70369  5.40231  -2.48295
H  4.21631  6.24328  -2.97526
H  6.54064  5.60540  -4.60859
C  -2.16697  -6.23693  -1.04863
C  -1.48063  -5.77374  -2.34355
O  -0.45091  -4.92358  -1.99388
H  -2.80247  -5.48000  -0.58897
H  -1.31997  -6.44406  -0.39457
H  -2.79419  -7.11707  -1.19026
H  -2.21461  -5.23524  -2.94304
H  -1.14906  -6.57070  -3.00913
H  -0.13176  -4.45014  -2.76563
C  -5.68031  -3.75749  3.13673
C  -5.13705  -2.29290  3.06646
O  -4.54504  -2.05414  4.27843
H  -6.28056  -3.92288  2.24204
H  -6.40898  -3.98629  3.91441
H  -4.82249  -4.42811  3.18669
H  -5.82705  -1.46411  2.90804
H  -4.36449  -2.33313  2.29860
H  -3.86885  -2.73334  4.22321
C  -2.87340  2.84035  2.74243
C  -3.13262  1.69550  3.62780
O  -4.24953  2.11429  4.48261
H  -1.89917  2.77908  2.25745
H  -2.92707  3.74924  3.34170
H  -3.54644  2.79396  1.88629
H  -2.30182  1.59983  4.32687
H  -3.24580  0.69727  3.20492
H  -4.18491  1.64849  5.31955
C  1.22644  -8.20458  -1.54910
C  2.14822  -7.47099  -0.71534
O  1.45824  -6.57350  0.14561
H  1.68430  -9.03893  -2.08044
H  0.73684  -7.49007  -2.21081
H  0.44345  -8.70440  -0.97882
H  2.85178  -6.94274  -1.35880
H  2.81148  -8.04880  -0.07167
H  0.77886  -6.11278  -0.35216
C  0.19320  -0.97955  -0.37074
C  -0.60122  0.10781  0.33608
O  -0.58701  1.34053  -0.42363
H  -0.03240  -2.01222  -0.10463
H  1.24598  -0.70468  -0.30587
H  -0.02882  -0.86336  -1.43154
H  -0.47046  0.17673  1.41601
H  -1.63445  -0.22869  0.25070
H  0.06616  1.96011  -0.09031
C  -3.74923  -0.09573  -1.46992
C  -4.49215  -0.18614  -2.80627
O  -5.42933  -1.23377  -2.67629
H  -3.36835  0.88374  -1.18063
H  -3.09644  -0.95950  -1.34402
H  -4.46293  -0.38654  -0.69910
H  -3.77820  -0.37195  -3.60867
H  -4.92947  0.80677  -2.91102
H  -5.80201  -1.38605  -3.54778
C  -3.38746  -2.87745  -5.88428
C  -2.38527  -2.69626  -4.71851
O  -1.33130  -3.58399  -4.91183
H  -3.65667  -3.93145  -5.95307
H  -3.06518  -2.47874  -6.84618
H  -4.27223  -2.28114  -5.66135
H  -2.97750  -2.72724  -3.80397
H  -2.01266  -1.67255  -4.75457
H  -1.01041  -3.54123  -5.81560
C  1.20100  -4.10463  1.86376
C  1.20961  -2.78143  2.69670
O  1.97118  -3.03858  3.82611
H  0.67282  -4.06295  0.91119
H  0.79392  -4.92112  2.46020
H  2.24035  -4.29740  1.59787
H  0.19392  -2.45694  2.92298
H  1.79334  -1.99033  2.22604
H  1.69657  -3.92954  4.05499
C  -0.29903  7.10557  1.05597
C  0.44646  7.11803  -0.30564
O  0.00791  8.17368  -1.11501
H  0.32297  6.49092  1.70668
H  -1.23531  6.57300  0.88908
H  -0.44109  8.06853  1.54650
H  0.37867  6.15497  -0.81161
H  1.48099  7.32234  -0.02976
H  0.57454  8.22879  -1.88800
C  -0.30299  0.00918  6.28149
C  0.34738  -1.31848  5.90259
O  1.71039  -1.28340  5.72254
H  0.28988  0.65156  6.93260
H  -1.19771  -0.10714  6.89308
H  -0.48029  0.56534  5.36097
H  -0.16245  -1.42202  4.94475
H  0.11136  -2.08117  6.64467
H  1.98012  -2.10940  5.31440
C  -2.32880  -4.60769  5.77773
C  -1.58214  -4.59246  4.47707
O  -2.37184  -5.07049  3.43176
H  -1.82122  -4.30083  6.69223
H  -2.79532  -5.58571  5.89569
H  -3.24585  -4.02522  5.68919
H  -0.64390  -5.14570  4.51849
H  -1.26568  -3.58159  4.21996
H  -2.43488  -6.02616  3.36617
C  -7.09263  1.37116  1.39886
C  -8.10150  1.63843  2.56858
O  -9.37413  2.07732  2.07294
H  -6.17043  0.84033  1.63523
H  -6.79638  2.31093  0.93286
H  -7.59667  0.72883  0.67674
H  -7.70131  2.32046  3.31878
H  -8.31029  0.76239  3.18262
H  -9.96763  1.36761  1.81666
C  5.64489  -1.02661  0.24189
C  5.29363  -1.29462  -1.21227
O  5.84896  -0.15351  -1.94166
H  5.55708  0.01065  0.56514
H  6.62117  -1.42591  0.51670
H  4.98171  -1.62993  0.86182
H  4.24008  -1.21778  -1.48106
H  5.71811  -2.22698  -1.58460
H  5.67843  -0.27485  -2.87857
C  -0.66202  0.95539  -4.75872
C  -0.57202  2.44331  -4.37861
O  -1.18230  3.13147  -5.47045
H  -0.37368  0.26110  -3.96947
H  -0.07176  0.70271  -5.63954
H  -1.68358  0.69320  -5.03390
H  0.49985  2.61455  -4.27932
H  -1.11561  2.49164  -3.43506
H  -2.07828  2.86669  -5.69110

Model ii:
Density functional theory data (wB97M-V/def2-TZVPD) for a cluster of 21 separate species, C42H126O21 in total.

Results
- E_HOMO (eV) = -9.6
- orbital gap (eV) = 9.68
- lowest unoccupied orbital energy (eV) = 0.1

CARTESIAN COORDINATES (ANGSTROEM)
C  0.18747  -0.95719  -1.03582
C  0.85679  -0.02908  0.03335
O  0.08462  1.13663  0.06208
H  -0.89508  -0.98174  -0.91109
H  0.55003  -1.97521  -1.17828
H  0.34491  -0.52730  -2.02502
H  1.83164  0.25052  -0.36616
H  0.93150  -0.52135  1.00299
H  0.23325  1.56925  0.90608
C  -2.87157  4.09522  1.13123
C  -4.16547  4.59681  0.58169
O  -3.98695  5.42271  -0.53161
H  -3.05281  3.41780  1.96571
H  -2.25987  4.91972  1.49745
H  -2.38734  3.66637  0.25391
H  -4.85046  5.11684  1.25135
H  -4.79382  3.81798  0.14958
H  -3.69632  6.30894  -0.30414
C  3.63869  0.63442  2.29102
C  3.65063  0.08508  3.70312
O  4.78935  -0.67222  3.96085
H  3.37755  -0.13400  1.56342
H  4.67799  0.73087  1.97690
H  3.01906  1.51017  2.09801
H  2.81458  -0.58026  3.91863
H  3.65651  0.84017  4.48919
H  4.54973  -1.45730  4.45868
C  -3.39275  2.65917  -2.41705
C  -3.18768  1.27239  -1.76921
O  -2.02892  0.78102  -2.27632
H  -3.52629  2.57560  -3.49560
H  -2.48898  3.19355  -2.12420
H  -4.17173  3.20500  -1.88475
H  -4.08938  0.66177  -1.81580
H  -3.00693  1.43092  -0.70606
H  -1.33734  1.19162  -1.75217
C  1.73049  3.37812  -4.56774
C  3.06533  3.84888  -5.07594
O  3.18882  3.48756  -6.44995
H  0.96588  4.01896  -5.00682
H  1.82082  3.71839  -3.53617
H  1.60552  2.29639  -4.51924
H  3.91141  3.54482  -4.45965
H  3.19126  4.93132  -5.05199
H  4.12829  3.31330  -6.54295
C  2.27582  7.95746  1.11012
C  1.72317  7.15504  2.26841
O  2.34862  5.92030  2.26052
H  3.35287  7.90848  0.94985
H  2.01149  9.01340  1.16689
H  1.82821  7.50375  0.22588
H  0.63730  7.07736  2.32306
H  1.89081  7.73576  3.17548
H  2.18675  5.46570  3.09043
C  -0.03021  -6.33347  -4.71108
C  -1.20879  -6.72008  -3.83823
O  -1.29647  -5.94882  -2.65414
H  -0.01536  -5.29619  -5.04568
H  -0.00182  -6.88723  -5.64950
H  0.87665  -6.58128  -4.15944
H  -1.18090  -7.78000  -3.58547
H  -2.08264  -6.50780  -4.45421
H  -1.92091  -6.45503  -2.12934
C  -1.65675  -1.96142  -5.91239
C  -1.20786  -2.29007  -4.45625
O  -2.03242  -3.36919  -4.05984
H  -2.44887  -1.21394  -5.86854
H  -1.86223  -2.90451  -6.41879
H  -0.74376  -1.43532  -6.19128
H  -1.20837  -1.47181  -3.73616
H  -0.19935  -2.70295  -4.47928
H  -1.59256  -4.13247  -3.67835
C  -2.39421  -6.44830  1.01807
C  -2.32917  -7.75827  0.16143
O  -3.07511  -7.46419  -0.97082
H  -1.98545  -6.50967  2.02666
H  -3.41385  -6.09840  1.17942
H  -2.00082  -5.62196  0.42603
H  -2.75390  -8.64876  0.62484
H  -1.31374  -8.01504  -0.14033
H  -3.86307  -6.98796  -0.69895
C  4.03452  -3.48985  7.72681
C  2.66631  -3.00297  7.18342
O  2.74269  -2.68731  5.76898
H  4.37271  -4.40385  7.23860
H  3.97745  -3.57018  8.81236
H  4.84705  -2.79257  7.52263
H  2.32952  -2.21812  7.86069
H  1.80170  -3.66353  7.11863
H  1.89416  -2.80200  5.33488
C  -1.19939  1.50472  -7.33059
C  -1.03412  1.53743  -5.88073
O  -2.22506  1.09289  -5.29185
H  -1.25164  0.44921  -7.59757
H  -0.38070  2.07225  -7.77304
H  -2.04039  2.10174  -7.68328
H  -0.91034  2.56126  -5.52783
H  -0.13298  0.96395  -5.66356
H  -2.22991  0.93822  -4.34441
C  -6.47531  -3.43738  1.00033
C  -6.38305  -4.51182  -0.14302
O  -5.04240  -4.77462  -0.55015
H  -7.50987  -3.22613  1.27078
H  -6.10975  -2.46411  0.67287
H  -5.88853  -3.72486  1.87276
H  -7.03475  -4.28348  -0.98637
H  -6.70389  -5.41033  0.38407
H  -4.78001  -4.04247  -1.11293
C  -2.73902  -2.26029  2.07732
C  -3.25421  -2.22677  3.53832
O  -2.57867  -3.14073  4.28572
H  -3.35381  -1.76379  1.32657
H  -2.83279  -3.27623  1.69368
H  -1.73957  -1.83084  2.00822
H  -4.26028  -2.63331  3.64147
H  -3.23878  -1.23576  3.99192
H  -2.75818  -3.09814  5.22782
C  -6.06635  -1.10755  -2.49167
C  -5.03599  -1.82325  -3.33965
O  -4.50100  -2.93919  -2.61184
H  -7.02856  -1.61384  -2.56865
H  -6.17399  -0.07189  -2.81404
H  -5.78972  -1.05984  -1.43845
H  -4.27639  -1.10042  -3.63733
H  -5.45931  -2.00439  -4.32763
H  -3.68107  -3.14856  -3.06514
C  0.11726  -5.95094  4.79725
C  0.71849  -4.78161  4.00168
O  0.10594  -3.65098  4.53856
H  0.48163  -6.87468  4.34775
H  -0.96517  -5.96969  4.67033
H  0.41146  -6.01707  5.84470
H  0.48548  -4.82488  2.93775
H  1.80590  -4.71793  4.04157
H  -0.72860  -3.52782  4.08033
C  4.99421  0.99537  -4.86863
C  6.36946  1.66104  -5.02040
O  6.87288  1.20962  -6.25258
H  4.24535  1.31592  -5.59290
H  4.64267  1.14604  -3.84793
H  5.02926  -0.08065  -5.03900
H  7.01684  1.57928  -4.14729
H  6.10904  2.71946  -5.01753
H  6.93511  0.25171  -6.26433
C  1.43825  5.70781  6.75350
C  0.75016  4.85496  5.67235
O  1.65522  4.48402  4.62479
H  0.96685  5.58305  7.72834
H  1.56811  6.78031  6.60872
H  2.44076  5.31167  6.91523
H  -0.09254  5.42662  5.28359
H  0.26586  3.92626  5.97411
H  2.23809  3.80887  4.97979
C  -1.58069  1.05531  3.25133
C  -0.74321  2.37348  3.44952
O  -0.20441  2.91163  2.25271
H  -1.80398  1.05232  2.18445
H  -2.44702  0.97169  3.90751
H  -0.99107  0.15619  3.43025
H  0.16794  2.28114  4.04061
H  -1.40155  3.10207  3.92263
H  -0.04690  3.85768  2.29492
C  -0.47041  5.20804  -1.33384
C  0.49116  6.02176  -2.16444
O  0.40618  7.33029  -1.69888
H  -0.25940  5.18446  -0.26472
H  -0.56994  4.20188  -1.74106
H  -1.45426  5.67440  -1.38505
H  0.34938  6.09883  -3.24243
H  1.46470  5.59363  -1.92567
H  0.91300  7.82353  -2.34808
C  4.53327  2.61553  -0.65041
C  3.42273  3.32805  0.22056
O  3.31758  4.60967  -0.19635
H  4.56844  1.52613  -0.65930
H  5.52584  2.91832  -0.31690
H  4.41533  2.88864  -1.69903
H  3.80982  3.32942  1.23950
H  2.50386  2.74658  0.14516
H  2.76712  5.05180  0.45411
C  4.08152  -3.32470  2.00651
C  4.90472  -4.19502  2.97720
O  6.20158  -4.30630  2.47903
H  4.16229  -3.92850  1.10264
H  4.38585  -2.28175  1.91836
H  3.06318  -3.15374  2.35559
H  4.42146  -5.16873  3.05738
H  4.97361  -3.68607  3.93862
H  6.75245  -4.60049  3.20814

Least stable = model i